No. 1
{"formula": "C3H6N4O", "method": "ωB97M-V/def2-TZVPD", "species": ["C", "C", "C", "H", "H", "H", "H", "H", "H", "N", "N", "N", "N", "O"], "xyz": [[0.04990, 1.02185, 1.80938], [0.08974, -0.23983, -2.27065], [0.32784, -1.38367, -0.61776], [-0.94439, 1.15013, 2.41444], [-0.14596, 1.91982, 1.11195], [1.11013, 0.89181, 2.41733], [-0.47837, 1.48937, -1.03723], [-0.16035, 0.31035, -3.10520], [-0.13789, -1.80389, 1.21816], [0.21762, 0.01328, -0.16404], [-0.65562, 0.47892, -1.19451], [0.84998, -1.41107, -2.04398], [0.29315, -2.37905, 0.32530], [-0.41577, -0.05803, 1.13679]], "atomic_forces_ev_per_a": [[-1.765, 2.857, 2.461], [1.204, -2.174, 1.557], [3.344, -4.692, 5.014], [2.464, 0.278, 0.548], [1.539, -0.766, 1.230], [-2.820, 0.585, -1.761], [-0.493, -0.361, -1.915], [0.440, 0.279, -2.722], [1.489, -2.050, -2.670], [-0.601, -3.385, 1.125], [2.270, -0.608, 0.269], [-6.077, 6.026, 2.342], [-1.340, 5.154, -2.452], [0.345, -1.144, -3.026]], "lumo_energy_ev": 0.099, "gap_ev": 9.55, "largest_force_ev_per_a": 8.87, "e_tot_ev": -11208.8551, "de_lowest_kj_mol": 764.31}



No. 2
{"formula": "C3H6N4O", "method": "ωB97M-V/def2-TZVPD", "species": ["C", "C", "C", "H", "H", "H", "H", "H", "H", "N", "N", "N", "N", "O"], "xyz": [[-0.20996, 0.38379, -0.22080], [-1.38780, -0.37982, -0.14234], [0.24151, -1.73925, 0.02726], [-0.66081, 2.43615, -0.54559], [0.29702, 2.16873, 0.87276], [-3.44047, -0.28230, 0.11840], [0.71362, -2.76711, -0.03490], [2.49030, 0.25741, -0.82107], [2.06004, 0.46082, 0.77276], [0.39640, 1.73218, -0.16525], [-1.08759, -1.68958, -0.17225], [0.88598, -0.59234, 0.06984], [2.26650, -0.31939, 0.07428], [-2.56473, 0.33073, 0.16690]], "atomic_forces_ev_per_a": [[2.843, -0.468, 1.918], [1.382, 3.423, 0.340], [-0.261, -3.981, -1.155], [4.275, -2.564, 1.002], [0.431, -1.600, -2.464], [3.344, 1.855, -0.015], [-0.204, 1.677, 0.355], [-0.688, -1.387, 1.688], [2.377, -0.735, -0.820], [-6.702, 3.406, 1.018], [0.367, 0.157, 1.366], [-4.006, 0.621, -2.651], [-0.998, 2.987, 0.416], [-2.161, -3.393, -1.000]], "lumo_energy_ev": 0.493, "gap_ev": 8.49, "largest_force_ev_per_a": 7.59, "e_tot_ev": -11211.8765, "de_lowest_kj_mol": 472.79}



No. 3
{"formula": "C3H6N4O", "method": "ωB97M-V/def2-TZVPD", "species": ["H", "N", "C", "N", "C", "N", "H", "C", "N", "O", "H", "H", "H", "H"], "xyz": [[1.72052, 2.05655, -0.10364], [0.82162, 2.53471, 0.06929], [-0.13371, 1.69452, 0.10657], [-0.05900, 0.26013, -0.09717], [-1.27952, -0.44428, -0.25308], [-2.41347, 0.08134, -0.06206], [-3.17101, -0.54317, -0.25014], [1.16093, -0.38029, -0.09674], [1.06604, -1.71158, 0.18475], [2.21724, 0.17024, -0.35510], [-1.14279, 2.02140, 0.30209], [-1.08395, -1.47472, -0.53173], [1.95792, -2.22646, 0.29252], [0.33918, -2.03837, 0.79445]], "atomic_forces_ev_per_a": [[-0.493, 0.290, -0.052], [-0.460, -1.116, 0.184], [1.139, 0.496, -0.284], [-1.346, 1.415, 0.178], [0.162, 0.079, 0.330], [1.010, 0.594, 0.040], [-0.327, -0.547, -0.143], [0.934, -0.244, -0.246], [1.243, -1.322, 0.311], [-0.424, -0.281, 0.153], [-0.204, -0.112, -0.067], [-0.265, -0.095, -0.246], [-0.911, 0.818, -0.243], [-0.058, 0.026, 0.084]], "smiles": "[H]/N=C\\N(/C=N/[H])C(N)=O", "lumo_energy_ev": 0.517, "gap_ev": 10.35, "largest_force_ev_per_a": 1.96, "e_tot_ev": -11216.2054, "de_lowest_kj_mol": 55.11}



No. 4
{"formula": "C3H6N4O", "method": "ωB97M-V/def2-TZVPD", "species": ["H", "N", "C", "N", "C", "N", "O", "C", "N", "H", "H", "H", "H", "H"], "xyz": [[-3.67633, -1.35713, 0.28956], [-2.68823, -1.02822, 0.54260], [-2.47761, 0.07816, -0.20908], [-1.28790, 0.64361, -0.29561], [-0.24200, -0.20739, -0.15973], [0.98969, 0.33328, -0.01223], [0.94903, 1.75719, 0.08711], [2.19977, -0.23810, 0.21487], [2.49857, -1.47332, -0.31344], [3.49029, -1.40973, 0.21308], [-3.34298, 0.38425, -1.13607], [-0.20839, -1.27125, -0.24787], [-0.11434, 1.85079, 0.64925], [2.79364, 0.62209, 1.00956]], "atomic_forces_ev_per_a": [[1.713, 0.484, 0.622], [-1.584, 3.023, -2.504], [-4.800, -4.875, -1.153], [4.487, -0.754, 0.677], [-1.016, 2.374, -0.826], [-2.217, 2.560, -0.284], [-3.425, -1.114, 2.759], [1.708, -1.820, 0.176], [2.498, 5.971, 4.443], [-2.093, -1.590, -1.752], [2.548, -0.385, 3.065], [-0.593, -0.654, 0.100], [3.934, -0.204, -2.674], [-1.160, -3.017, -2.649]], "smiles": "[H]/N=C/N=C/N(O)/C=N/[H]", "lumo_energy_ev": -0.274, "gap_ev": 8.99, "largest_force_ev_per_a": 7.85, "e_tot_ev": -11210.1751, "de_lowest_kj_mol": 636.95}



No. 5
{"formula": "C3H6N4O2", "method": "ωB97M-V/def2-TZVPD", "species": ["C", "C", "C", "N", "N", "N", "N", "O", "O", "H", "H", "H", "H", "H", "H"], "xyz": [[-3.40526, -0.00984, -0.19364], [-1.67154, 0.26074, 1.00950], [2.19201, -0.32411, 0.56911], [-2.42919, 0.49475, -0.94146], [-1.32113, 0.59388, -0.22889], [2.42013, 0.69774, -0.09322], [1.86430, -1.30058, 1.10104], [-2.91851, -0.14051, 0.99340], [2.52229, 0.56643, -1.50586], [-4.32766, -0.13830, -0.60621], [-1.11447, 0.12063, 1.91658], [2.37225, 1.54379, 0.32368], [-2.55527, 0.65166, -1.96230], [2.14355, -2.11806, 1.50735], [3.41516, 0.36566, -1.66930]], "atomic_forces_ev_per_a": [[3.462, 1.779, -1.080], [1.106, 0.146, -3.274], [-0.444, -2.631, 1.001], [-1.984, -1.281, -0.101], [1.747, 0.712, 2.052], [0.835, -1.446, -3.598], [-1.024, 2.419, -1.345], [-2.824, -0.977, 1.605], [-2.717, 0.710, 1.724], [-2.867, -0.844, -0.056], [0.245, 0.306, 0.016], [0.110, 3.927, 1.097], [0.820, 0.158, 0.872], [1.018, -2.604, 1.528], [2.518, -0.374, -0.439]], "total_charge": 2, "lumo_energy_ev": -8.222, "gap_ev": 11.64, "largest_force_ev_per_a": 4.08, "e_tot_ev": -13241.4365, "de_lowest_kj_mol": 0.00}



No. 6
{"formula": "C3H6N4S", "method": "ωB97M-V/def2-TZVPD", "species": ["H", "N", "C", "N", "C", "N", "H", "N", "C", "S", "H", "H", "H", "H"], "xyz": [[-0.96096, -1.64032, 0.90581], [-1.94565, -1.39068, 0.56022], [-2.08452, -0.18332, 0.08050], [-1.20868, 0.80330, -0.30765], [0.18008, 0.83724, -0.06241], [0.62194, 1.95784, 0.33968], [1.67035, 2.02776, 0.60354], [0.78619, -0.38006, -0.38568], [2.03787, -0.84228, -0.26810], [3.43493, -0.13262, 0.22418], [-3.06518, 0.16467, -0.12540], [-1.57182, 1.73401, -0.21700], [0.07823, -0.98491, -0.83520], [2.02720, -1.97063, -0.51248]], "atomic_forces_ev_per_a": [[-1.659, 0.678, -0.930], [1.359, 1.692, 0.098], [0.668, -2.454, 0.777], [0.739, -0.340, 0.167], [0.515, 1.347, 0.459], [2.277, -0.390, 0.848], [-2.225, -0.625, -1.074], [-1.703, -0.036, -0.569], [1.103, -1.949, 0.134], [-0.971, -0.061, -0.216], [-1.122, -0.067, -0.161], [-0.184, 0.318, -0.147], [0.991, 0.118, 0.452], [0.211, 1.770, 0.163]], "smiles": "[H]/N=C\\N/C(=N/[H])NC=S", "lumo_energy_ev": -0.219, "gap_ev": 8.83, "largest_force_ev_per_a": 2.66, "e_tot_ev": -20002.9343, "de_lowest_kj_mol": 135.26}



No. 7
{"formula": "C3H6N4S", "method": "ωB97M-V/def2-TZVPD", "species": ["C", "C", "C", "N", "N", "N", "N", "S", "H", "H", "H", "H", "H", "H"], "xyz": [[-0.33005, -1.48761, -0.10673], [0.07898, -0.36247, -1.09724], [-1.05775, 1.03348, 0.74385], [-0.38346, -1.16962, 1.32253], [-0.76839, -0.00061, 1.60595], [0.70591, 2.71749, 1.60985], [0.79159, 1.76627, 0.89933], [-1.13218, 0.93650, -1.02539], [-1.27424, -1.86149, -0.27525], [0.34898, -2.22960, -0.23697], [1.14474, 0.08770, -0.82809], [0.13960, -0.77038, -2.12899], [-1.57768, 1.90684, 1.09453], [1.37722, 3.50699, 1.80047]], "atomic_forces_ev_per_a": [[0.749, 2.966, 0.030], [1.956, -0.289, 0.437], [2.558, 0.482, -1.491], [-0.167, 2.115, -0.357], [-0.312, -1.309, 1.414], [-1.295, 0.464, 0.413], [-0.665, 1.206, 0.477], [-0.474, 0.268, 0.228], [-2.256, -0.880, -1.041], [2.002, -2.482, -0.108], [-2.274, -1.111, -0.493], [-0.135, 0.288, 0.679], [-0.220, -0.216, 0.621], [0.531, -1.501, -0.810]], "lumo_energy_ev": [-0.199, -0.163], "gap_ev": [7.59, 7.45], "largest_force_ev_per_a": 3.19, "e_tot_ev": -19998.5954, "de_lowest_kj_mol": 553.90}



No. 8
{"formula": "C3H6N4S", "method": "ωB97M-V/def2-TZVPD", "species": ["C", "C", "C", "N", "N", "N", "N", "S", "H", "H", "H", "H", "H", "H"], "xyz": [[-0.72623, -0.67826, -1.01127], [-1.69128, 0.48878, -0.58151], [1.48971, 1.06198, 1.00584], [0.45299, -0.74388, -0.15185], [1.01388, 0.18096, 0.35664], [4.13895, -0.55274, 0.68018], [4.32464, -0.83557, 1.71305], [-2.44237, 0.09398, 1.06349], [-1.30594, -1.62019, -0.99412], [-0.43205, -0.46719, -2.09923], [-1.29557, 1.52193, -0.46195], [-2.52260, 0.60178, -1.28225], [2.36166, 1.59179, 1.19004], [-3.36580, -0.64337, 0.57293]], "atomic_forces_ev_per_a": [[-0.169, 2.573, -1.156], [-0.271, -0.362, 0.488], [-1.674, -1.977, -0.498], [-0.849, -2.960, -0.653], [0.664, 2.970, 0.954], [-0.009, 0.067, -0.409], [0.085, -0.136, 0.403], [1.385, 1.268, 0.309], [0.705, 0.405, 0.257], [-0.180, -0.416, 1.288], [0.393, -0.971, -0.210], [0.202, -0.202, -0.050], [1.072, 0.855, -0.144], [-1.354, -1.116, -0.580]], "lumo_energy_ev": 0.869, "gap_ev": 9.31, "largest_force_ev_per_a": 3.19, "e_tot_ev": -20000.9971, "de_lowest_kj_mol": 322.17}



No. 9
{"formula": "C3H6NO", "method": "ωB97M-V/def2-TZVPD", "species": ["C", "C", "C", "N", "O", "H", "H", "H", "H", "H", "H"], "xyz": [[-0.84190, -0.83297, 1.29668], [-0.51693, 0.53643, -0.46035], [0.16935, -0.78278, -0.72030], [0.89450, 0.57736, -0.45850], [0.07198, -1.45686, 0.40001], [-0.18079, -0.40223, 2.07249], [-2.02434, -0.93284, 1.31303], [-1.23231, 1.26750, -0.80329], [0.45554, -1.32324, -1.59902], [1.42189, 0.84704, -1.28576], [1.54602, 0.57270, 0.38644]], "atomic_forces_ev_per_a": [[0.419, 3.942, -3.171], [-1.965, -2.303, 2.672], [-1.632, 2.358, 0.141], [3.308, -0.650, 1.004], [-0.506, -3.258, 1.462], [-1.421, -0.452, 0.314], [2.923, -0.447, -0.113], [0.360, -0.020, -0.554], [0.133, 0.043, -0.501], [-0.213, 0.364, -0.182], [-1.406, 0.424, -1.071]], "total_charge": 1, "lumo_energy_ev": -5.274, "gap_ev": 9.11, "largest_force_ev_per_a": 5.08, "e_tot_ev": -6733.0809, "de_lowest_kj_mol": 472.40}



No. 10
{"formula": "C3H6NO2", "method": "ωB97M-V/def2-TZVPD", "species": ["O", "C", "N", "C", "C", "O", "H", "H", "H", "H", "H", "H"], "xyz": [[-0.71045, -2.85449, -0.68954], [-0.98616, -1.70174, -0.36578], [-0.16717, -0.87004, 0.27884], [-0.33621, 0.58536, 0.39358], [0.95183, 1.31764, -0.01776], [0.95824, 2.59425, 0.28761], [-1.90672, -1.20344, -0.73324], [0.78300, -1.18489, 0.40228], [-1.13900, 0.87966, -0.28367], [-0.43023, 0.86459, 1.43721], [1.77747, 0.59983, 0.37696], [1.20540, 0.97327, -1.08649]], "atomic_forces_ev_per_a": [[-0.359, 0.025, 0.345], [0.578, 0.039, -1.040], [-0.223, 0.358, 0.075], [0.554, -0.506, -0.286], [1.060, -1.198, -0.883], [0.180, -0.095, -0.070], [-0.072, -0.168, 0.397], [0.096, -0.199, 0.131], [-0.251, 0.204, 0.498], [-0.768, 0.139, 0.102], [-0.028, 0.637, 0.938], [-0.767, 0.764, -0.207]], "total_charge": -1, "smiles": "O=CNCC[O-]", "lumo_energy_ev": 4.010, "gap_ev": 6.78, "largest_force_ev_per_a": 1.83, "e_tot_ev": -8793.1717, "de_lowest_kj_mol": 197.33}